# 1
Computed, not measured: a structure of composition C37H56Cl2NPTc at a distorted geometry, with ωB97M-V with the def2-TZVPD basis set.

Geometry as XYZ:
```
98
Properties=species:S:1:pos:R:3:forces:R:3:mulliken_charge:R:1
P -0.93533 1.04334 -0.33630 -1.11 1.57 -0.63 1.0988
C -2.79094 0.91418 -0.96292 0.42 0.11 0.93 0.4665
C -3.62896 2.22094 -0.99566 0.15 0.34 0.01 0.4386
C -5.07957 2.02190 -1.43426 -0.03 -0.15 -0.05 -1.0742
C -5.17676 1.26551 -2.75643 0.22 -0.22 -0.05 -0.7424
C -4.34893 -0.03647 -2.73957 -0.24 0.22 0.10 -1.0861
C -2.89640 0.22029 -2.31208 -0.14 -0.15 -0.38 -0.3406
C -0.09210 1.88101 -1.81200 -0.51 0.14 0.66 0.3663
C -0.87954 3.06798 -2.35909 0.09 0.44 -0.27 -0.3795
C -0.09229 3.85305 -3.40909 0.01 -0.21 -0.05 -1.2253
C 0.38467 2.92702 -4.53420 0.13 0.06 -0.04 -0.8883
C 1.07333 1.65909 -4.00931 -0.11 -0.05 0.12 -0.6984
C 0.18426 0.94679 -2.97606 0.25 -0.34 -0.36 0.0337
C -1.22178 2.60189 0.73977 -0.10 -0.25 -0.50 0.3343
C -2.23205 2.44114 1.87946 0.01 0.05 0.26 -1.4514
C -2.68751 3.82881 2.36427 -0.05 -0.12 -0.16 -0.6292
C -1.53722 4.78326 2.72536 0.02 -0.25 0.16 -0.8209
C -0.33349 4.70671 1.77211 0.11 -0.11 -0.27 -0.7176
C 0.03429 3.28800 1.27424 0.07 0.09 0.12 -0.4919
H -3.20389 0.26638 -0.16715 -0.03 0.03 -0.30 0.7881
H -3.18019 2.93494 -1.69640 -0.19 -0.21 0.16 0.0665
H -3.64217 2.74084 -0.02970 0.01 -0.28 -0.32 -0.4813
H -5.54930 3.00736 -1.55188 -0.01 -0.08 0.11 0.3699
H -5.63476 1.49846 -0.64645 0.01 -0.10 -0.08 0.3655
H -6.22313 1.05893 -3.00921 0.04 -0.05 0.04 0.4006
H -4.79642 1.91156 -3.56140 0.05 -0.05 0.09 0.3205
H -4.82113 -0.75875 -2.05925 0.07 0.07 -0.05 0.4049
H -4.36991 -0.47054 -3.74665 0.05 -0.08 0.14 0.4074
H -2.30862 -0.70943 -2.34092 -0.13 0.19 0.14 -0.0926
H -2.46246 0.88551 -3.07028 -0.24 -0.22 0.12 0.1312
H 0.87824 2.19575 -1.39672 -0.19 0.00 -0.07 1.2196
H 0.76056 4.35597 -2.92737 -0.09 -0.13 -0.11 0.3945
H -1.22778 3.77475 -1.59436 0.20 -0.22 -0.20 0.2014
H -1.77425 2.65717 -2.84613 0.25 0.27 0.00 -0.1309
H -0.74521 4.63275 -3.82262 0.16 0.04 0.00 0.4390
H 1.04757 3.47646 -5.21055 0.05 -0.01 -0.02 0.4502
H -0.48293 2.63067 -5.14116 0.02 -0.02 0.12 0.2902
H 1.29160 0.98403 -4.84855 0.02 0.09 0.18 0.4258
H 2.03187 1.91602 -3.52925 -0.17 -0.04 -0.13 0.3742
H 0.64158 0.01240 -2.64238 0.00 0.27 -0.03 -1.2835
H -0.75541 0.65245 -3.46415 0.42 0.12 0.03 0.2049
H -1.67650 3.31559 0.03791 0.09 -0.13 0.24 -0.1967
H -3.12122 1.87399 1.57166 0.34 0.01 0.17 0.4924
H -1.77939 1.85979 2.69379 -0.10 0.22 -0.16 0.6794
H -3.28382 4.31529 1.57454 0.05 -0.20 0.01 0.2148
H -3.36798 3.68928 3.21725 0.15 0.21 -0.07 0.4640
H -1.21165 4.58043 3.75300 0.01 0.00 -0.09 0.2978
H -1.93506 5.80583 2.69060 0.15 -0.05 0.28 0.3556
H 0.55476 5.15740 2.23667 -0.21 0.03 0.00 0.4313
H -0.57504 5.33532 0.89934 0.13 -0.20 0.00 0.2752
H 0.80395 3.36981 0.49081 -0.20 -0.02 0.27 0.2367
H 0.48683 2.67818 2.07592 -0.17 0.21 -0.23 0.2448
Tc 0.29399 -0.70448 0.74498 1.21 -2.09 0.54 -1.2469
Cl 2.17981 0.73324 0.48177 0.71 0.36 -0.41 -0.5792
Cl -1.46006 -0.68632 2.30278 -1.23 -0.36 0.44 -0.6024
C -0.00068 -2.16765 -0.57386 -0.09 -0.41 -1.73 -0.8583
H -0.72029 -2.97733 -0.32244 0.18 0.53 0.23 0.2947
C 1.63752 -2.90801 -4.39886 0.08 0.05 -0.59 -0.6453
C 0.68673 -3.80227 -3.86111 0.35 0.36 0.28 -0.5997
C 0.29813 -3.66772 -2.54257 -0.12 -0.19 -0.26 -1.0202
C 0.72453 -2.54310 -1.77372 -0.79 0.64 1.63 2.7031
C 1.83971 -1.80105 -2.26131 0.31 0.19 -0.63 -0.9376
C 2.25541 -1.94788 -3.58502 -0.23 -0.15 0.69 -0.1990
H 1.89237 -2.95188 -5.45695 0.02 -0.13 0.14 0.3072
H 0.25632 -4.57947 -4.49093 0.13 0.02 0.11 0.3130
H -0.39189 -4.38316 -2.07499 0.11 0.37 -0.28 0.3336
H 2.31351 -1.06862 -1.59533 -0.23 -0.25 -0.32 0.1058
H 3.05503 -1.30112 -3.97512 -0.34 -0.34 0.10 0.3743
C 1.11035 -1.53866 6.17249 -0.24 -0.04 -0.07 -1.7537
C 1.52719 -1.16054 4.74855 -0.03 -0.45 0.03 1.2573
C 2.42665 0.05594 4.88066 0.08 0.18 -0.36 -1.3485
C 2.22527 -2.32081 4.06435 0.37 0.05 0.14 0.1373
C 3.12007 -3.08542 4.79390 -0.10 -0.32 -0.05 -0.1597
C 3.78710 -4.16538 4.22085 0.46 -0.02 0.27 -1.5155
C 3.60628 -4.43686 2.86994 -0.12 -0.11 0.40 -0.3618
C 2.68676 -3.75096 2.11099 0.15 0.00 -0.32 0.3630
C 2.50266 -4.18895 0.66006 -0.01 0.06 0.24 2.2056
C 3.61661 -3.61211 -0.21097 0.21 0.15 -0.21 -1.2838
C 2.54718 -5.72124 0.48350 -0.09 0.05 0.32 -1.8641
C 2.01694 -2.58950 2.66282 -0.33 0.28 -0.46 -0.6379
N 1.27935 -1.78144 1.90302 0.39 0.12 0.41 0.1510
H 2.00389 -1.64318 6.79861 -0.20 0.03 0.07 0.3159
H 0.57256 -2.48726 6.18988 -0.08 0.00 0.05 0.3909
H 0.47694 -0.75673 6.60486 0.03 -0.05 0.03 0.4460
H 0.65010 -0.92103 4.13975 0.04 0.09 0.11 -0.1850
H 3.27961 -0.19474 5.51971 0.04 0.06 -0.03 0.3457
H 2.79995 0.37672 3.90666 -0.04 0.09 0.01 0.2705
H 1.86684 0.86844 5.35342 0.10 0.15 -0.05 0.3840
H 3.31887 -2.85015 5.84273 -0.15 -0.10 -0.24 0.1476
H 4.42102 -4.81362 4.82054 0.14 0.20 -0.02 0.2903
H 4.20785 -5.21649 2.41155 -0.19 -0.13 0.06 0.1918
H 1.52545 -3.81059 0.33790 0.27 -0.03 -0.06 -0.5721
H 4.56006 -4.12057 0.04967 -0.11 0.19 0.00 0.3878
H 3.42695 -3.78570 -1.27797 -0.01 0.05 0.16 0.3392
H 3.75133 -2.53733 -0.05274 -0.11 -0.11 -0.03 0.2125
H 1.89862 -6.21794 1.21869 0.10 0.02 -0.20 0.3739
H 2.23909 -6.01312 -0.52690 -0.02 0.13 0.08 0.4699
H 3.57588 -6.09303 0.62897 -0.33 0.03 -0.03 0.3047
```
Forces are in eV/Å.

Properties
HOMO level (spin up / spin down): 0.43 / 0.22 eV
spin multiplicity: 4
charge: -2
<S²>: 3.808
Kohn-Sham gap (spin up / spin down): 3.858 / 4.064 eV
calculated total energy: -2840.78052 hartree



# 2
Computed, not measured: a cluster of 5 separate species, C37H56N3O in total, with ωB97M-V with the def2-TZVPD basis set.

Geometry as XYZ:
```
97
Properties=species:S:1:pos:R:3:forces:R:3:mulliken_charge:R:1
C -6.03570 -3.69849 7.18721 -0.08 0.09 0.12 -0.6994
O -5.01638 -3.58740 6.22085 0.14 -0.15 -0.05 -0.3546
C -5.16354 -2.52126 5.30242 -0.04 0.16 0.03 -0.5105
C -5.02205 -3.01094 3.85667 -0.06 -0.08 0.05 -0.7643
C -3.98141 -2.24439 3.04608 0.10 0.10 0.07 -0.5671
C -4.03405 -2.57850 1.54927 -0.09 -0.01 -0.05 -0.7792
C -2.67934 -2.51534 0.81312 0.08 0.05 0.04 -0.6523
C -2.56868 -1.42670 -0.27627 0.15 -0.09 -0.08 -0.9451
C -1.49208 -0.38101 0.02481 -0.09 0.08 -0.11 -0.8165
C -0.07932 -0.89154 -0.28745 -0.02 -0.07 0.09 0.4917
C 0.92104 -0.03965 0.46610 0.05 0.14 0.20 -1.0583
N 2.39918 -0.25825 0.12824 -0.18 -0.12 0.10 0.2753
C 2.95752 0.93433 -0.60829 -0.34 0.04 -0.26 -0.2516
N 3.22027 1.95929 0.35872 0.27 -0.12 -0.03 -0.5385
C 2.74138 -1.56040 -0.53992 -0.08 0.01 0.14 -0.4964
C 4.23425 -1.84501 -0.39239 -0.13 -0.26 0.02 -0.1070
N 4.42141 -2.49309 0.90081 0.13 0.02 0.09 -0.6529
H -5.64587 -4.30015 8.00878 -0.04 0.02 -0.07 0.2337
H -6.32141 -2.71475 7.57993 0.02 -0.10 0.03 0.3193
H -6.92857 -4.18971 6.78084 0.04 0.06 -0.01 0.2873
H -4.38601 -1.77469 5.52024 -0.07 -0.04 -0.01 0.3166
H -6.13504 -2.03633 5.45592 0.09 0.01 -0.07 0.3874
H -4.74056 -4.06882 3.90751 -0.08 0.11 -0.09 0.3268
H -5.98762 -2.94926 3.34344 0.06 -0.09 0.04 0.3130
H -4.14062 -1.16894 3.19880 0.11 -0.06 -0.07 0.2771
H -2.98117 -2.46903 3.44077 -0.14 0.01 0.02 0.3280
H -4.73439 -1.88913 1.06331 -0.02 -0.19 0.03 0.3768
H -4.45886 -3.58169 1.43577 0.05 0.10 0.00 0.4337
H -2.46441 -3.49282 0.37402 -0.02 0.06 0.04 0.4298
H -1.89164 -2.34553 1.56087 -0.04 -0.05 -0.10 0.2940
H -3.52922 -0.92212 -0.41155 0.08 -0.05 0.06 0.4995
H -2.33016 -1.89138 -1.24192 -0.11 0.11 0.05 0.3282
H -1.67624 0.52127 -0.56766 0.05 0.00 0.12 0.1869
H -1.54993 -0.09293 1.08241 -0.06 0.01 -0.08 0.5053
H 0.08920 -0.83124 -1.36317 0.01 -0.04 -0.13 -0.0586
H 0.00338 -1.94421 0.00422 0.02 0.11 -0.01 0.3820
H 0.81767 -0.19917 1.54192 0.03 -0.05 -0.11 0.1750
H 0.74013 1.02219 0.28580 -0.01 -0.09 0.08 0.2882
H 2.86663 -0.29784 1.03743 0.17 0.00 -0.07 0.4105
H 2.16121 1.26375 -1.28101 0.17 -0.04 -0.03 0.2238
H 3.79682 0.59103 -1.21742 0.02 0.02 0.12 0.1900
H 4.08258 1.77499 0.86161 0.01 0.05 0.01 0.2036
H 3.33460 2.86163 -0.08518 -0.19 0.06 0.02 0.2942
H 2.37273 -1.54739 -1.56573 0.11 0.14 0.01 0.1042
H 2.20900 -2.33256 0.01929 -0.06 0.06 -0.23 0.4014
H 4.56731 -2.43561 -1.25334 0.02 0.08 0.06 0.3933
H 4.81641 -0.92078 -0.37387 0.01 -0.08 -0.20 0.0638
H 5.40219 -2.53891 1.14740 0.03 0.08 0.04 0.2583
H 4.10416 -3.45540 0.86211 -0.07 0.01 0.05 0.2296
C 1.42391 -4.13976 -4.68515 -0.01 0.01 0.02 -0.6155
C 0.98076 -2.99322 -4.03932 0.02 0.00 0.02 -0.1801
C 1.38069 -1.74451 -4.49816 -0.05 0.04 0.12 -0.3618
C 2.21600 -1.63781 -5.59910 0.03 0.04 -0.05 -0.4609
C 2.64756 -2.78366 -6.25179 0.02 -0.03 0.03 -0.4145
C 2.25538 -4.03346 -5.79128 0.02 0.00 -0.02 -0.4936
H 1.10907 -5.11459 -4.33668 0.00 0.00 0.00 0.4193
H 0.30980 -3.07745 -3.19221 -0.01 0.01 0.00 0.3989
H 1.02330 -0.84150 -4.01712 -0.05 0.01 0.04 0.4427
H 2.51757 -0.65905 -5.95025 0.01 -0.02 -0.04 0.4435
H 3.28733 -2.70438 -7.12113 0.00 -0.01 -0.01 0.4744
H 2.59172 -4.92661 -6.30074 0.00 0.00 -0.01 0.3904
C -1.77513 3.68862 -2.75385 -0.01 0.01 0.01 -0.5911
C -2.88530 4.51954 -2.68863 -0.01 -0.01 0.00 -0.3845
C -3.35685 4.95509 -1.45768 0.01 -0.02 -0.02 -0.6114
C -2.71855 4.56225 -0.28942 -0.02 0.03 0.05 -0.2757
C -1.60561 3.73650 -0.35247 0.01 -0.02 0.03 -0.2255
C -1.13689 3.30135 -1.58414 0.05 -0.07 0.01 0.1419
H -1.41013 3.34672 -3.71374 0.01 0.01 0.00 0.3873
H -3.38370 4.82707 -3.59836 0.00 0.00 0.00 0.3705
H -4.22378 5.60044 -1.40811 0.00 0.01 0.00 0.4004
H -3.08543 4.90170 0.67092 -0.01 0.01 -0.01 0.1922
H -1.10494 3.43548 0.56095 0.00 0.00 0.00 0.3815
H -0.26708 2.65382 -1.63424 0.01 0.01 -0.02 0.2200
C 5.84559 -1.04149 -5.06098 0.08 -0.09 0.17 -0.2894
C 5.67344 -0.76501 -3.70839 0.01 0.01 -0.10 0.1022
C 6.69093 -0.15469 -2.98626 -0.10 -0.04 -0.01 -0.3257
C 7.88205 0.17844 -3.61424 0.04 0.01 0.03 -0.6526
C 8.05863 -0.10809 -4.95918 0.04 0.01 -0.04 -0.4005
C 7.04578 -0.72306 -5.68166 -0.09 0.05 0.02 -0.4825
H 5.05677 -1.53781 -5.61006 0.01 0.04 -0.01 0.3066
H 4.74113 -1.04209 -3.22795 -0.02 0.02 -0.01 0.3081
H 6.56805 0.05588 -1.92971 -0.01 0.01 0.01 0.2587
H 8.67680 0.65338 -3.05434 0.00 0.00 0.00 0.3745
H 8.99177 0.14527 -5.44446 0.00 0.00 -0.01 0.3736
H 7.19097 -0.95063 -6.72914 0.00 0.00 -0.01 0.3897
C -3.51647 4.23678 4.75477 0.00 0.00 0.00 -0.5858
C -3.58785 5.23409 5.71714 0.00 0.00 0.00 -0.3477
C -2.86196 6.40661 5.55778 0.00 0.00 0.00 -0.3954
C -2.06516 6.58429 4.43550 -0.01 0.00 0.00 -0.4829
C -1.99434 5.58739 3.47246 0.03 0.00 -0.03 -0.2094
C -2.71842 4.41437 3.63314 0.01 -0.03 -0.02 -0.1118
H -4.08393 3.32338 4.87863 0.00 0.00 0.00 0.3812
H -4.21133 5.09873 6.59116 0.00 0.00 0.00 0.3639
H -2.91855 7.18349 6.30890 0.00 0.00 0.00 0.3657
H -1.50181 7.49976 4.31046 0.00 0.00 0.00 0.3668
H -1.37415 5.72702 2.59507 0.00 0.01 0.00 0.3469
H -2.66240 3.63530 2.88157 -0.02 0.00 0.00 0.3217
```
Forces are in eV/Å.

Properties
HOMO level: -10.98 eV
spin multiplicity: 1
charge: +1
Kohn-Sham gap: 8.756 eV
calculated total energy: -1682.69183 hartree